DFT (ωB97M-V/def2-TZVPD) results for a cluster of 8 separate species, C56H82Br2N11O4 in total in a non-equilibrium geometry.

multiplicity = 1
frontier orbital gap = 5.13 eV
total charge = +1
highest occupied orbital energy = -9.096 eV
DFT total energy = -224057.755 eV

```
155
Properties=species:S:1:pos:R:3:lowdin_charge:R:1
C 5.106 -2.644 -1.289 0.06
C 5.513 -1.553 -1.958 -0.05
C 5.457 -0.209 -1.327 -0.48
O 6.407 0.263 -0.706 0.08
O 4.294 0.440 -1.451 0.00
C 4.448 1.863 -1.673 -0.15
C 3.308 2.351 -2.537 -0.15
C 2.081 2.772 -1.716 -0.20
C 1.383 4.024 -2.252 -0.18
C 0.109 4.252 -1.422 -0.16
C -1.172 3.765 -2.124 -0.06
N -1.851 2.693 -1.395 0.07
C -2.279 2.758 -0.192 -0.18
C -2.230 3.969 0.626 -0.69
Br -0.926 4.124 1.991 0.84
C -3.105 4.957 0.376 -0.73
C -4.180 4.894 -0.671 -0.09
Br -3.091 6.558 1.385 0.81
C -2.831 1.441 0.269 -0.18
C -3.821 1.378 1.430 -0.13
C -3.734 -0.029 2.040 -0.16
C -4.112 -0.104 3.549 -0.13
C -5.328 -0.995 3.788 -0.16
O -4.857 -2.297 4.196 -0.02
C -4.827 -3.237 3.240 -0.33
O -4.097 -4.207 3.329 0.07
C -3.146 0.670 -1.078 -0.18
C -4.612 0.900 -1.427 -0.18
C -5.029 0.407 -2.817 -0.07
C -2.124 1.371 -1.982 -0.19
C -0.955 0.591 -2.579 -0.13
C -1.448 -0.394 -3.639 -0.17
C -1.564 0.240 -5.041 -0.16
C -2.908 0.088 -5.750 -0.23
N -3.413 -1.277 -5.751 0.04
C -4.785 -1.374 -5.995 -0.54
N -5.494 -0.394 -6.364 0.15
N -5.365 -2.686 -5.815 0.09
H 5.357 -2.771 -0.240 0.07
H 4.512 -3.413 -1.760 0.07
H 5.922 -1.674 -2.954 0.12
H 5.370 2.023 -2.222 0.13
H 4.510 2.411 -0.739 0.13
H 3.674 3.236 -3.053 0.12
H 3.004 1.577 -3.234 0.12
H 2.306 2.886 -0.658 0.10
H 1.335 1.978 -1.764 0.09
H 1.180 3.914 -3.316 0.10
H 2.060 4.859 -2.099 0.12
H 0.244 3.722 -0.483 0.06
H 0.046 5.299 -1.148 0.12
H -1.845 4.599 -2.270 0.12
H -0.914 3.371 -3.100 0.12
H -4.752 5.810 -0.673 0.07
H -4.854 4.069 -0.447 0.08
H -3.800 4.754 -1.676 0.08
H -1.931 0.937 0.647 0.16
H -3.541 2.149 2.143 0.11
H -4.850 1.527 1.119 0.12
H -2.711 -0.396 1.984 0.12
H -4.347 -0.736 1.486 0.10
H -4.242 0.906 3.925 0.11
H -3.304 -0.560 4.111 0.11
H -5.926 -0.610 4.606 0.13
H -5.956 -1.094 2.906 0.11
H -5.490 -3.129 2.369 0.15
H -2.858 -0.352 -0.858 0.16
H -5.187 0.327 -0.707 0.11
H -4.815 1.959 -1.293 0.11
H -4.937 1.205 -3.544 0.07
H -4.511 -0.498 -3.111 0.06
H -6.085 0.159 -2.780 0.08
H -2.717 1.629 -2.874 0.15
H -0.180 1.233 -2.982 0.10
H -0.507 -0.005 -1.781 0.13
H -2.343 -0.904 -3.290 0.09
H -0.678 -1.158 -3.698 0.12
H -1.406 1.313 -4.931 0.10
H -0.768 -0.123 -5.683 0.12
H -3.609 0.821 -5.357 0.09
H -2.750 0.363 -6.789 0.12
H -3.249 -1.756 -4.874 0.10
H -6.445 -0.722 -6.486 0.06
H -4.835 -3.353 -6.365 0.08
H -5.343 -2.926 -4.832 0.06
N -1.491 -3.279 5.162 0.01
C -1.556 -2.521 6.299 -0.15
C -0.363 -1.861 6.436 -0.12
C 0.454 -2.234 5.335 -0.11
C -0.272 -3.109 4.568 -0.15
H -2.229 -3.870 4.817 0.12
H -2.444 -2.517 6.909 0.11
H -0.104 -1.184 7.234 0.09
H 1.458 -1.899 5.130 0.09
H -0.025 -3.623 3.655 0.10
N 4.385 0.920 1.613 0.02
C 4.898 1.646 2.650 -0.11
C 3.882 2.394 3.183 -0.10
C 2.707 2.102 2.439 -0.12
C 3.050 1.186 1.476 -0.16
H 4.914 0.286 1.040 0.09
H 5.937 1.568 2.918 0.12
H 3.970 3.072 4.014 0.09
H 1.726 2.520 2.598 0.05
H 2.465 0.702 0.712 0.10
N 7.827 -0.757 1.560 0.01
C 6.893 -1.338 2.373 -0.16
C 7.509 -1.681 3.549 -0.12
C 8.868 -1.287 3.442 -0.10
C 9.030 -0.719 2.204 -0.13
H 7.642 -0.413 0.630 0.10
H 5.872 -1.461 2.048 0.09
H 7.038 -2.159 4.391 0.09
H 9.637 -1.407 4.186 0.09
H 9.897 -0.293 1.729 0.11
N -3.976 -5.316 -4.429 -0.01
C -4.518 -6.461 -4.951 -0.13
C -3.827 -7.523 -4.436 -0.10
C -2.832 -7.002 -3.565 -0.11
C -2.950 -5.639 -3.580 -0.15
H -4.285 -4.384 -4.637 0.08
H -5.344 -6.420 -5.641 0.11
H -4.014 -8.560 -4.656 0.10
H -2.113 -7.565 -2.994 0.09
H -2.394 -4.875 -3.064 0.10
N 2.576 4.161 -6.438 0.01
C 1.499 3.368 -6.154 -0.17
C 0.404 3.902 -6.780 -0.12
C 0.840 5.064 -7.473 -0.10
C 2.183 5.194 -7.245 -0.13
H 3.511 4.011 -6.108 0.14
H 1.604 2.493 -5.533 0.09
H -0.598 3.506 -6.748 0.08
H 0.236 5.724 -8.072 0.09
H 2.890 5.930 -7.586 0.11
N 7.137 -6.462 6.257 0.00
C 7.014 -5.216 5.706 -0.14
C 8.003 -5.071 4.769 -0.11
C 8.749 -6.281 4.753 -0.11
C 8.189 -7.119 5.680 -0.14
H 6.547 -6.837 6.976 0.14
H 6.238 -4.543 6.027 0.10
H 8.174 -4.199 4.163 0.06
H 9.599 -6.509 4.132 0.09
H 8.448 -8.120 5.978 0.10
N -2.688 2.661 6.280 0.00
C -3.183 3.546 7.200 -0.14
C -3.614 2.819 8.278 -0.10
C -3.365 1.445 7.994 -0.10
C -2.788 1.388 6.753 -0.15
H -2.310 2.895 5.382 0.13
H -3.188 4.605 7.008 0.10
H -4.059 3.223 9.171 0.09
H -3.582 0.603 8.628 0.09
H -2.441 0.556 6.163 0.09
```

***

DFT (ωB97M-V/def2-TZVPD) results for a cluster of 12 separate species, C56H84N4O32 in total in a non-equilibrium geometry.

multiplicity = 1
frontier orbital gap = 9.10 eV
highest occupied orbital energy = -9.630 eV
relative energy (zero: lowest compared OMol25 entry of this formula, charge and spin) = 0.0 kJ/mol
DFT total energy = -130903.629 eV

```
176
Properties=species:S:1:pos:R:3:lowdin_charge:R:1
C 4.281 3.767 7.151 -0.05
C 4.788 3.520 5.687 -0.20
O 3.650 3.146 4.893 0.00
C 3.949 2.774 3.610 -0.55
O 5.054 2.824 3.102 0.11
O 2.851 2.444 2.936 0.00
C 1.620 2.231 3.514 -0.04
H 3.854 2.842 7.539 0.07
H 3.560 4.560 7.204 0.06
H 5.113 4.157 7.791 0.09
H 5.577 2.783 5.599 0.12
H 5.206 4.459 5.304 0.12
H 1.352 3.076 4.162 0.12
H 1.564 1.306 4.026 0.08
H 0.930 2.206 2.705 0.07
C 6.063 2.946 -6.991 -0.05
C 4.696 3.358 -6.549 -0.21
O 4.452 2.702 -5.303 -0.01
C 3.374 2.957 -4.578 -0.61
O 2.523 3.789 -4.874 0.10
O 3.293 2.236 -3.460 -0.01
C 4.284 1.229 -3.098 0.01
H 6.156 1.866 -7.102 0.08
H 6.796 3.309 -6.236 0.09
H 6.291 3.432 -7.921 0.08
H 3.981 3.026 -7.267 0.11
H 4.527 4.422 -6.379 0.13
H 3.881 0.683 -2.237 0.08
H 5.216 1.665 -2.869 0.07
H 4.469 0.517 -3.942 0.10
C -4.444 -3.173 6.460 -0.05
C -3.162 -3.123 5.662 -0.15
O -3.517 -3.750 4.373 0.06
C -2.506 -3.979 3.614 -0.60
O -1.352 -3.661 3.900 0.08
O -2.948 -4.560 2.479 0.02
C -1.931 -5.011 1.637 -0.07
H -5.229 -2.700 5.887 0.07
H -4.460 -2.667 7.430 0.08
H -4.677 -4.226 6.658 0.09
H -2.316 -3.703 6.001 0.12
H -2.847 -2.097 5.457 0.11
H -0.881 -4.895 1.957 0.08
H -2.004 -4.669 0.607 0.08
H -1.994 -6.097 1.669 0.10
C -9.225 -0.669 3.347 -0.07
C -8.393 -1.670 4.119 -0.19
O -6.999 -1.256 4.031 0.03
C -6.460 -1.642 2.874 -0.58
O -6.960 -2.376 2.026 0.09
O -5.179 -1.238 2.821 0.00
C -4.485 -1.659 1.636 -0.03
H -10.260 -0.980 3.267 0.08
H -8.869 -0.732 2.314 0.08
H -9.188 0.359 3.691 0.07
H -8.505 -2.647 3.607 0.13
H -8.694 -1.695 5.182 0.13
H -3.462 -1.723 1.934 0.06
H -4.460 -0.915 0.828 0.08
H -4.757 -2.661 1.297 0.11
C 1.437 -5.586 3.633 -0.06
C 1.557 -4.126 3.806 -0.22
O 2.974 -3.787 3.850 0.05
C 3.205 -2.484 3.854 -0.54
O 2.312 -1.606 3.911 0.06
O 4.533 -2.250 3.875 0.02
C 4.944 -0.920 3.871 -0.06
H 2.107 -6.114 4.316 0.09
H 1.711 -5.922 2.666 0.05
H 0.498 -6.046 3.858 0.08
H 1.203 -3.775 4.779 0.13
H 1.034 -3.460 3.150 0.09
H 5.953 -0.868 4.263 0.10
H 4.406 -0.257 4.556 0.10
H 4.966 -0.458 2.918 0.08
C -3.977 -6.667 -5.655 -0.07
C -3.328 -5.440 -5.105 -0.24
O -3.604 -4.370 -6.007 0.03
C -2.895 -3.204 -5.903 -0.61
O -2.886 -2.374 -6.725 0.18
O -2.286 -3.170 -4.723 -0.02
C -1.522 -2.004 -4.438 -0.02
H -3.942 -7.473 -4.941 0.08
H -3.612 -7.002 -6.592 0.07
H -5.005 -6.450 -5.794 0.07
H -2.244 -5.583 -4.943 0.13
H -3.809 -5.223 -4.165 0.12
H -0.674 -1.947 -5.137 0.10
H -1.088 -2.234 -3.474 0.09
H -2.109 -1.102 -4.536 0.09
C -1.869 2.231 -4.798 -0.04
C -0.490 1.741 -5.229 -0.21
O -0.042 0.686 -4.427 0.01
C 1.122 0.091 -4.648 -0.59
O 1.598 -0.770 -3.926 0.10
O 1.690 0.595 -5.732 0.01
C 2.906 -0.041 -6.153 0.00
H -2.392 2.938 -5.452 0.09
H -1.796 2.793 -3.875 0.05
H -2.413 1.294 -4.547 0.08
H 0.270 2.514 -5.149 0.12
H -0.569 1.378 -6.231 0.12
H 2.784 -0.673 -6.992 0.09
H 3.260 -0.682 -5.324 0.10
H 3.642 0.706 -6.452 0.09
C -1.130 3.493 -0.017 -0.05
C -1.861 3.471 1.246 -0.22
O -1.292 2.773 2.341 0.05
C -1.522 1.465 2.359 -0.62
O -2.035 0.871 1.465 0.15
O -1.058 1.038 3.503 0.02
C -0.944 -0.350 3.755 -0.01
H -1.620 4.118 -0.787 0.10
H -0.987 2.530 -0.431 0.04
H -0.124 3.903 0.073 0.08
H -2.864 3.118 1.126 0.09
H -1.895 4.471 1.624 0.13
H 0.169 -0.507 3.879 0.10
H -1.351 -0.938 2.972 0.07
H -1.409 -0.662 4.685 0.08
C 3.166 4.765 -0.134 -0.04
C 3.091 5.484 -1.357 -0.04
C 4.106 5.462 -2.354 0.00
C 5.176 4.621 -2.084 -0.15
C 5.327 3.823 -0.909 0.02
C 4.318 3.984 0.050 -0.07
N 6.320 4.675 -3.037 -0.34
O 7.096 3.738 -3.009 0.07
O 6.391 5.640 -3.791 0.07
H 2.385 4.898 0.596 0.10
H 2.234 6.071 -1.615 0.09
H 4.048 6.072 -3.215 0.11
H 6.197 3.164 -0.798 0.13
H 4.367 3.484 1.013 0.07
C 1.563 -4.057 -0.719 -0.08
C 1.902 -3.335 -1.830 -0.06
C 3.041 -2.558 -1.885 0.00
C 3.824 -2.569 -0.767 -0.12
C 3.471 -3.257 0.441 0.02
C 2.338 -4.041 0.408 -0.07
N 5.192 -1.963 -0.704 -0.38
O 5.609 -1.750 0.400 0.08
O 5.721 -1.820 -1.750 0.11
H 0.630 -4.595 -0.693 0.11
H 1.117 -3.250 -2.519 0.09
H 3.195 -1.955 -2.743 0.09
H 4.101 -3.096 1.331 0.12
H 2.122 -4.673 1.269 0.08
C -4.301 2.791 -1.167 -0.08
C -4.812 4.017 -0.801 -0.08
C -5.693 4.151 0.272 0.01
C -5.982 3.010 1.079 -0.11
C -5.310 1.834 0.842 0.01
C -4.504 1.718 -0.310 -0.05
N -6.970 3.111 2.200 -0.35
O -7.748 4.053 2.182 0.07
O -7.052 2.199 2.981 0.09
H -3.693 2.671 -2.041 0.10
H -4.593 4.931 -1.367 0.12
H -6.180 5.103 0.426 0.11
H -5.504 0.942 1.391 0.09
H -4.004 0.795 -0.460 0.07
C 2.115 1.081 -0.264 -0.05
C 1.915 -0.002 0.592 -0.04
C 0.770 -0.846 0.514 0.02
C -0.200 -0.531 -0.466 -0.11
C 0.066 0.506 -1.364 -0.04
C 1.202 1.281 -1.286 -0.07
N -1.466 -1.333 -0.613 -0.31
O -2.312 -0.889 -1.359 0.07
O -1.497 -2.451 -0.098 0.05
H 3.002 1.665 -0.137 0.09
H 2.607 -0.117 1.385 0.09
H 0.606 -1.613 1.269 0.11
H -0.634 0.782 -2.167 0.12
H 1.303 2.067 -2.034 0.12
```